[1]
8
Properties=species:S:1:pos:R:3 method="wB97M-V/def2-TZVPD" relative_energy_ev=0.8874 total_energy_ha=-1209.16046 smiles=COSSI
C 0.51489 -0.53100 -1.25983
O -0.22987 0.42267 -0.51800
S 0.50811 1.29408 0.64808
S -0.25241 0.28701 2.55028
I -2.56797 1.00066 3.08649
H 0.01534 -1.47473 -1.23495
H 1.47416 -0.78007 -0.97586
H 0.53774 -0.21862 -2.29620

***

[2]
8
Properties=species:S:1:pos:R:3 method="wB97M-V/def2-TZVPD" relative_energy_ev=1.9337 total_energy_ha=-1209.12201
C 1.50542 -0.39683 0.16353
O -0.94579 0.70514 -1.50741
S -0.38249 0.85784 1.28575
S -1.68694 1.04142 -0.31587
I -3.28990 -0.82310 0.06797
H 1.13014 -0.27152 -0.83601
H 1.34617 -1.33407 0.65853
H 2.32339 0.22110 0.48351

***

[3]
8
Properties=species:S:1:pos:R:3 method="wB97M-V/def2-TZVPD" relative_energy_ev=1.4514 total_energy_ha=-1532.10466
C -0.20799 -0.09546 -0.18188
S -1.60387 -1.24169 -0.41294
S -1.43633 -1.88326 -2.20158
S -2.13410 0.72052 -3.50791
I -3.36020 1.61686 -1.70016
H -0.50804 0.82516 -0.87239
H 0.74384 -0.50095 -0.56223
H -0.28631 0.19311 0.84955

***

[4]
7
Properties=species:S:1:pos:R:3 method="wB97M-V/def2-TZVPD" charge=+1 relative_energy_ev=1.5324 total_energy_ha=-224.29030 smiles="N[NH+]=C=O"
N 0.14475 0.26729 -1.22878
N 0.21606 -0.47200 0.11970
C -0.06107 -0.21509 1.34261
O -0.28929 0.05977 2.41118
H -0.77436 0.66435 -1.35930
H 0.62263 1.15516 -1.14111
H 0.14129 -1.45949 -0.14429